# 1
{
  "formula": "C27H30N4O3",
  "method": "ωB97M-V/def2-TZVPD",
  "homo_ha": -0.2815,
  "fmax_ev_per_a": 1.1,
  "de_lowest_kcal_mol": 59.7,
  "smiles": "CCOc1ccc(OCC)c([C@H]2C(C#N)=C(N)N(c3cccnc3)C3=C2C(=O)CC(C)(C)C3)c1",
  "gap_ha": 0.2892,
  "multiplicity": 1,
  "total_energy_ha": -1491.60995,
  "total_charge": 0,
  "elements": ["C", "C", "O", "C", "C", "C", "C", "C", "C", "H", "H", "O", "C", "C", "H", "H", "H", "H", "H", "C", "C", "C", "N", "H", "H", "N", "C", "C", "C", "O", "C", "C", "C", "H", "H", "H", "C", "H", "H", "H", "C", "H", "H", "H", "H", "C", "C", "C", "C", "N", "C", "H", "H", "H", "H", "C", "N", "H", "H", "H", "H", "H", "H", "H"],
  "positions_angstrom": [[-1.422, -5.335, -0.057], [-0.800, -3.949, -0.141], [0.524, -4.099, -0.597], [1.273, -2.974, -0.815], [0.847, -1.676, -0.571], [1.671, -0.593, -0.832], [2.950, -0.796, -1.361], [3.379, -2.100, -1.590], [2.553, -3.173, -1.321], [2.886, -4.182, -1.505], [4.363, -2.292, -1.988], [3.682, 0.317, -1.622], [5.014, 0.182, -2.067], [5.595, 1.583, -2.180], [6.626, 1.533, -2.519], [5.011, 2.166, -2.887], [5.557, 2.073, -1.211], [5.594, -0.413, -1.348], [5.038, -0.321, -3.045], [1.166, 0.815, -0.582], [0.102, 1.144, -1.603], [-1.222, 1.058, -1.316], [-2.191, 1.090, -2.292], [-3.098, 1.465, -2.061], [-1.846, 1.349, -3.204], [-1.650, 0.855, -0.006], [-0.738, 0.908, 1.037], [0.592, 0.938, 0.807], [1.561, 1.069, 1.892], [2.757, 1.151, 1.692], [0.996, 1.066, 3.299], [-0.381, 1.722, 3.389], [-0.929, 1.596, 4.812], [-0.278, 2.111, 5.514], [-1.921, 2.038, 4.879], [-0.996, 0.553, 5.112], [-0.286, 3.203, 3.016], [0.385, 3.719, 3.698], [-1.264, 3.675, 3.076], [0.098, 3.326, 2.006], [-1.316, 0.989, 2.418], [-1.492, -0.025, 2.794], [-2.283, 1.498, 2.390], [0.927, 0.019, 3.613], [1.712, 1.559, 3.958], [-3.018, 0.604, 0.258], [-3.436, -0.659, 0.667], [-4.782, -0.867, 0.911], [-5.658, 0.195, 0.733], [-5.267, 1.397, 0.349], [-3.984, 1.601, 0.121], [-3.708, 2.610, -0.164], [-6.719, 0.084, 0.907], [-5.144, -1.833, 1.227], [-2.717, -1.457, 0.785], [0.512, 1.441, -2.905], [0.825, 1.713, -3.979], [2.020, 1.491, -0.681], [-0.137, -1.483, -0.173], [-1.373, -3.320, -0.839], [-0.806, -3.472, 0.852], [-0.851, -5.955, 0.629], [-2.449, -5.264, 0.294], [-1.411, -5.803, -1.037]],
  "forces_ev_per_angstrom": [[0.29, 0.35, -0.06], [-0.30, -0.06, 0.08], [0.13, -0.08, -0.05], [0.17, 0.07, -0.07], [-0.01, -0.25, 0.00], [0.55, 0.10, -0.09], [-0.37, -0.17, 0.14], [0.15, 0.15, -0.06], [-0.27, -0.05, 0.11], [0.05, -0.12, -0.03], [0.10, 0.01, -0.04], [-0.14, 0.10, 0.06], [0.36, 0.09, -0.13], [-0.27, -0.36, 0.07], [0.11, 0.02, -0.04], [-0.01, 0.08, -0.08], [0.04, 0.07, 0.08], [-0.10, 0.00, -0.09], [-0.01, -0.01, 0.14], [-0.02, -0.13, 0.03], [-0.31, 0.04, 1.05], [0.31, 0.01, -0.48], [-0.02, -0.01, 0.15], [0.11, -0.01, -0.07], [-0.04, -0.01, -0.02], [-0.01, 0.11, -0.38], [0.61, 0.13, 0.35], [-0.25, 0.01, -0.67], [-0.08, -0.01, 0.64], [-0.09, -0.01, -0.13], [0.09, 0.14, -0.01], [-0.06, -0.07, 0.11], [0.09, -0.03, -0.29], [0.07, 0.06, 0.11], [-0.13, 0.06, 0.04], [-0.02, -0.13, 0.06], [0.01, -0.19, 0.00], [0.08, 0.08, 0.08], [-0.11, 0.08, 0.00], [0.02, 0.11, -0.09], [0.12, 0.14, 0.18], [-0.09, 0.00, 0.02], [0.03, -0.05, 0.05], [0.00, -0.07, 0.03], [0.03, -0.03, -0.02], [-0.67, -0.25, 0.05], [-0.06, 0.26, -0.13], [0.05, 0.08, 0.01], [-0.03, -0.30, 0.08], [-0.39, 0.35, -0.08], [0.49, -0.14, 0.14], [0.18, 0.05, -0.05], [-0.09, -0.11, 0.04], [-0.06, -0.08, 0.03], [0.11, -0.06, -0.01], [-0.01, 0.20, -0.57], [0.07, 0.02, -0.31], [-0.23, -0.05, 0.06], [-0.13, 0.00, 0.06], [0.09, 0.00, 0.10], [0.00, 0.03, -0.12], [0.01, -0.09, 0.08], [-0.11, -0.02, 0.04], [-0.04, -0.07, -0.08]],
  "nbo_charge": [-0.616, -0.059, -0.503, 0.274, -0.247, -0.072, 0.363, -0.277, -0.242, 0.222, 0.219, -0.517, -0.059, -0.618, 0.209, 0.217, 0.217, 0.171, 0.170, -0.274, -0.293, 0.451, -0.802, 0.394, 0.414, -0.462, 0.280, -0.128, 0.560, -0.547, -0.497, -0.027, -0.598, 0.215, 0.209, 0.206, -0.617, 0.217, 0.208, 0.218, -0.453, 0.226, 0.227, 0.226, 0.234, 0.106, -0.173, -0.240, 0.040, -0.401, 0.010, 0.203, 0.201, 0.228, 0.228, 0.277, -0.351, 0.269, 0.199, 0.168, 0.160, 0.215, 0.207, 0.217]
}


# 2
{
  "formula": "C21H25N3O3Zn",
  "method": "ωB97M-V/def2-TZVPD",
  "homo_ha": [-0.4850, -0.4739],
  "fmax_ev_per_a": 11.0,
  "gap_ha": [0.2279, 0.2059],
  "multiplicity": 1,
  "total_energy_ha": -2983.69149,
  "total_charge": 2,
  "elements": ["C", "C", "H", "H", "C", "C", "H", "H", "C", "H", "H", "H", "C", "H", "H", "H", "Zn", "O", "C", "O", "C", "O", "N", "C", "C", "H", "H", "H", "H", "C", "C", "H", "H", "H", "N", "C", "C", "C", "C", "C", "C", "C", "C", "N", "C", "H", "H", "H", "H", "H", "H", "H", "H"],
  "positions_angstrom": [[-0.573, -2.123, -4.228], [-1.260, -1.172, -4.780], [-1.039, -2.996, -3.752], [0.522, -2.308, -4.369], [-1.729, 0.255, -4.461], [-1.795, 1.172, -3.353], [-1.639, 0.557, -2.413], [-0.750, 1.625, -3.317], [-1.719, -1.663, -6.160], [-1.362, -2.699, -6.287], [-1.295, -1.071, -6.973], [-2.810, -1.688, -6.216], [-2.391, 0.876, -5.693], [-3.346, 0.379, -5.932], [-1.745, 0.892, -6.582], [-2.629, 1.924, -5.432], [0.587, 0.688, 2.197], [0.329, 0.053, 0.329], [1.166, 0.147, -0.589], [1.685, 2.202, 1.549], [2.028, 2.329, 0.363], [2.765, 3.343, -0.004], [1.751, 1.454, -0.721], [3.212, 3.137, -1.402], [2.354, 2.016, -1.939], [4.267, 2.841, -1.367], [3.102, 4.098, -1.935], [2.930, 1.252, -2.454], [1.589, 2.399, -2.629], [1.467, -1.043, -1.567], [0.374, -1.879, -1.510], [1.313, -0.416, -2.564], [-0.781, -1.710, -1.539], [0.460, -3.005, -1.814], [-1.288, 1.031, 3.106], [-1.180, 0.467, 4.429], [-2.082, 0.764, 5.441], [-1.893, 0.211, 6.705], [-0.864, -0.676, 6.975], [0.057, -1.037, 5.943], [1.131, -1.949, 6.121], [1.958, -2.233, 5.042], [1.773, -1.585, 3.824], [0.823, -0.631, 3.667], [-0.093, -0.418, 4.679], [-2.006, 0.529, 2.557], [-1.594, 2.012, 3.155], [-2.923, 1.440, 5.228], [-2.586, 0.486, 7.523], [-0.723, -1.116, 7.962], [1.276, -2.400, 7.091], [2.779, -2.952, 5.144], [2.395, -1.811, 2.948]],
  "forces_ev_per_angstrom": [[4.75, -5.17, 4.62], [-5.57, 9.33, -1.93], [-0.15, 0.08, -0.40], [-0.80, 0.44, 0.01], [-0.18, -3.46, -3.14], [4.60, -3.39, 2.13], [-1.16, 0.65, -0.24], [-1.69, 1.46, -0.55], [0.29, -1.00, -0.02], [-0.19, 0.31, -0.24], [-0.05, -0.02, 0.11], [0.12, 0.12, -0.05], [0.16, 0.90, 0.23], [0.38, 0.19, 0.06], [-0.29, -0.10, 0.22], [-0.01, -0.47, -0.31], [-0.46, 0.01, -0.16], [0.29, -0.72, 0.98], [-0.26, -0.08, -1.88], [-0.03, -0.25, -0.54], [-0.24, -0.85, -0.47], [-0.19, -0.58, -0.77], [0.58, -0.06, 0.84], [0.65, 0.69, 0.19], [-0.55, -0.39, -0.35], [-0.25, 0.28, 0.17], [0.02, -0.57, 0.39], [0.15, 0.02, -0.02], [0.00, -0.22, 0.31], [-0.87, 6.10, 0.80], [-3.32, -4.12, -2.75], [1.65, -1.89, 0.90], [1.90, 0.47, 1.54], [0.34, 2.07, 0.31], [-0.30, 0.42, -0.70], [-0.33, -0.12, 1.16], [0.54, 0.14, -1.40], [0.01, -0.55, 1.65], [-0.07, 0.17, -0.56], [-0.34, 0.26, 0.26], [0.00, 0.41, -0.95], [0.10, -0.53, 0.79], [-0.89, 1.25, -0.25], [0.54, -1.21, 0.22], [0.38, 0.16, -0.35], [0.38, 0.31, 0.29], [0.14, -0.50, -0.03], [0.40, -0.35, 0.22], [0.47, -0.22, -0.62], [-0.18, 0.17, -0.20], [0.09, -0.12, 0.02], [-0.41, 0.29, -0.07], [-0.18, 0.24, 0.50]],
  "nbo_charge": [-0.174, -0.122, 0.217, 0.225, 0.021, -0.339, 0.151, 0.193, -0.610, 0.231, 0.251, 0.247, -0.663, 0.242, 0.226, 0.236, 1.695, -0.801, 0.698, -0.750, 0.949, -0.411, -0.486, -0.085, -0.252, 0.223, 0.242, 0.246, 0.222, -0.610, -0.100, 0.290, 0.223, 0.209, -0.957, 0.087, -0.168, -0.188, -0.134, -0.091, -0.040, -0.267, 0.109, -0.671, 0.155, 0.422, 0.426, 0.244, 0.255, 0.247, 0.250, 0.262, 0.227]
}